[1]
This record from OMol25 describes C11H23F5NO3P2ReTe as an isolated structure at a distorted geometry. The level of theory is ωB97M-V with the def2-TZVPD basis set.

The geometry in XYZ format:
```
47
Properties=species:S:1:pos:R:3:forces:R:3:mulliken_spin:R:1
Re -0.738 -0.089 0.327 -3.9679 -1.8984 0.7424 1.66
P -1.084 0.117 -1.946 0.3057 0.0391 -3.9424 0.05
C 0.678 -0.127 -2.441 0.8782 2.6197 -0.1928 0.18
C 1.536 0.799 -1.641 -1.7012 -2.0989 -0.5559 0.11
N 1.221 0.818 -0.325 -0.9031 0.8408 1.2823 -0.04
C 1.920 1.597 0.532 -1.2525 -1.0123 0.6057 0.21
C 2.985 2.374 0.093 1.1969 0.5482 -0.6253 0.15
C 3.336 2.345 -1.247 0.3170 0.3907 -0.1784 -0.01
C 2.610 1.543 -2.126 0.8236 0.4340 -0.6514 0.13
C 1.541 1.563 1.978 -0.6835 -0.6758 -0.0220 0.00
P 0.415 0.106 2.282 3.5693 1.0010 3.3280 0.04
H 2.838 1.472 -3.194 0.0997 0.1407 0.3927 0.00
H 3.543 2.954 0.832 -0.1029 -0.0382 -0.3155 0.00
H 4.169 2.945 -1.614 -0.1639 -0.1475 0.0760 0.01
H 2.414 1.443 2.632 0.0095 0.2375 -0.1778 0.01
H 0.994 2.458 2.304 0.1762 0.1352 -0.2611 0.02
H 0.963 -1.240 -2.145 0.1416 -0.5524 0.4625 0.07
H 0.780 0.033 -3.521 0.2552 -0.2930 0.1267 0.00
H 1.056 -2.910 -0.493 0.4447 0.2895 -1.2612 -0.01
O 1.304 -2.618 -1.524 0.2589 -0.0599 0.8229 0.15
H 2.248 -2.854 -1.652 -0.6040 0.1067 -0.1223 0.00
H -0.213 -2.680 0.821 2.0382 -2.2172 0.1198 0.01
O 0.683 -3.219 0.814 -1.8158 0.4412 -0.0296 0.01
H 0.469 -4.174 0.874 0.0409 0.4745 0.0796 0.00
C 1.600 -1.195 2.722 -0.2374 -0.3257 -0.4128 0.01
H 2.079 -0.929 3.671 -0.1477 0.0434 -0.1046 0.00
H 1.063 -2.147 2.808 0.2994 0.1984 0.1696 0.00
H 2.355 -1.298 1.934 -0.1295 -0.0549 0.1811 0.00
C -0.534 0.461 3.759 -0.6646 0.1325 -0.2224 0.03
H -1.301 -0.318 3.860 0.0897 0.1986 0.2287 0.01
H 0.147 0.466 4.620 -0.1016 -0.0339 -0.1835 0.01
H -1.027 1.434 3.638 -0.0158 -0.2071 0.1544 0.00
C -1.754 1.645 -2.625 0.3677 0.4442 0.4144 0.04
H -1.605 1.669 -3.713 -0.0723 -0.1189 0.2244 0.01
H -2.824 1.669 -2.380 0.1201 -0.0444 -0.0903 0.00
H -1.260 2.506 -2.159 -0.1899 -0.0433 -0.1385 0.00
C -1.902 -1.222 -2.834 -0.2369 -0.4947 0.6411 0.02
H -2.938 -1.279 -2.481 0.0499 -0.0720 -0.2216 0.00
H -1.880 -0.996 -3.909 0.0244 0.0982 0.2179 0.00
H -1.375 -2.163 -2.634 -0.1873 0.1280 -0.0738 0.00
F -4.898 -1.668 0.980 1.5658 1.6425 -0.1682 0.01
Te -3.781 -0.135 0.868 -5.1629 -0.0900 1.1575 0.03
F -1.464 1.791 0.684 1.3922 -2.0281 -0.4710 0.10
F -5.121 1.134 1.291 1.6828 -1.3088 -0.4512 0.02
F -4.417 0.004 -1.034 1.0222 -0.1004 1.5376 0.01
F -3.467 -0.353 2.832 0.0474 0.2145 -1.9527 0.02
O -1.360 -1.733 0.480 1.1232 3.1167 -0.1389 -0.04
```
Forces are in eV/Å.

Net charge: +3
LUMO (spin up / spin down): -0.4816 / -0.5609 hartree
2S+1: 4
F_max: 5.29 eV/A
Highest occupied orbital energy (spin up / spin down): -0.71872 / -0.75316 hartree

***

[2]
This record from OMol25 describes an isolated molecule of C3H5NO2. The level of theory is ωB97M-V with the def2-TZVPD basis set.

The geometry in XYZ format:
```
11
Properties=species:S:1:pos:R:3:forces:R:3:mulliken_charge:R:1
H 1.678 1.821 -0.520 -0.0755 0.0997 -0.0955 0.23
N 0.918 1.158 -0.414 0.0816 -0.1801 -0.1658 -0.55
C 1.329 -0.020 -0.601 0.0323 -0.1853 0.3149 0.12
O 0.563 -1.104 -0.421 -0.0557 0.3206 -0.0069 -0.34
C -0.805 -0.891 -0.010 0.0233 0.1300 0.2710 -0.29
C -1.084 0.400 0.815 -0.0255 -0.3498 -0.3280 0.09
O -0.896 0.432 2.005 -0.1178 0.0510 -0.5160 -0.48
H 2.348 -0.317 -0.864 -0.1674 -0.0197 -0.0285 0.37
H -1.023 -1.708 0.675 0.0026 -0.1238 -0.1291 0.24
H -1.449 -0.975 -0.901 0.2166 0.2908 0.2821 0.28
H -1.579 1.204 0.235 0.0855 -0.0333 0.4017 0.34
```
Forces are in eV/Å.

SMILES string: [H]/N=C/OCC=O
LUMO: 0.0321 hartree
F_max: 0.53 eV/A
Highest occupied orbital energy: -0.35782 hartree
Energy relative to the best compared isomer or geometry (same formula, charge and spin): 42.3 kcal/mol

***

[3]
This record from OMol25 describes C19H21HgIN2 as an isolated structure at a distorted geometry. The level of theory is ωB97M-V with the def2-TZVPD basis set.

The geometry in XYZ format:
```
44
Properties=species:S:1:pos:R:3:forces:R:3:mulliken_charge:R:1
C 1.701 3.432 0.918 -0.0024 0.1395 0.9266 -1.23
C 3.390 0.594 -0.708 0.3576 0.2314 0.2122 -1.46
H 1.467 4.357 0.406 -0.0243 -0.2489 -0.5678 0.37
H 2.796 3.196 0.890 -0.4792 0.7933 0.5053 0.25
H 1.296 3.534 1.919 0.2768 -0.3595 0.2536 0.28
H 3.538 -0.002 -1.597 0.1159 0.4689 -0.2486 0.40
H 3.889 1.595 -0.700 0.0713 -0.8018 -0.5364 0.34
H 3.758 0.066 0.161 0.0840 -0.2959 0.1753 0.38
C -2.894 1.015 -0.946 -1.3925 0.2599 -0.4497 -0.46
C -4.026 1.020 -1.786 0.4704 -0.4617 -0.2068 -0.57
C -4.087 0.056 -2.811 0.3782 0.1891 0.5739 -0.52
C -2.983 -0.787 -2.986 0.4531 0.1172 0.4680 -0.80
H -2.760 1.818 -0.217 -0.1414 -0.4230 0.0830 0.51
H -4.814 1.762 -1.632 0.2889 -0.3026 -0.1302 0.37
H -4.963 -0.031 -3.463 0.4002 0.1142 0.2193 0.39
H -2.927 -1.518 -3.791 -0.2153 0.3907 0.0616 0.30
N -1.940 0.113 -1.027 1.0506 -0.2717 -0.3989 -0.07
C -1.893 -0.708 -2.081 -1.5131 0.4856 -0.2344 0.54
C -0.679 -1.534 -2.274 0.3552 -1.2818 -0.2679 0.80
N 0.484 -1.102 -1.800 -0.1479 0.7434 0.5197 0.08
C 1.569 -1.856 -1.847 -1.0648 -1.3788 -0.8773 -0.07
C 0.360 -3.612 -2.968 -0.1317 0.4097 0.0852 -0.45
C 1.560 -3.136 -2.414 -0.5007 0.1220 -0.0859 -1.05
H 2.458 -1.468 -1.414 0.4377 0.2376 0.2523 0.40
H 2.468 -3.729 -2.404 -0.1241 -0.0336 -0.0876 0.40
C -0.775 -2.791 -2.899 0.1939 0.0003 0.0770 -0.79
H -1.753 -3.095 -3.285 0.5583 -0.1893 0.1418 0.27
H 0.290 -4.603 -3.434 0.1133 0.4782 0.2530 0.39
Hg 1.583 1.576 -0.145 -1.1446 -0.0872 -0.7717 1.17
I -0.282 2.858 -1.970 0.6205 0.1966 -0.3135 -0.51
C 0.615 -0.238 1.020 0.1929 -0.5088 0.8104 -0.49
C 0.445 0.078 2.429 -0.0116 0.1468 0.3291 0.57
C -0.840 -0.031 3.009 0.2244 0.3790 -0.0744 -0.47
C -1.012 0.252 4.364 0.2480 -0.0768 -0.0070 -0.51
C 0.082 0.666 5.141 -0.4794 -0.1199 -0.2244 -0.41
C 1.349 0.783 4.564 -0.0571 -0.2227 -0.1711 -0.67
C 1.543 0.455 3.230 -0.6705 -0.0592 0.1430 -0.05
H 1.347 -1.016 0.797 0.1494 0.5366 -0.1275 0.59
H -0.303 -0.334 0.441 0.1973 0.4220 -0.2455 -0.11
H -1.685 -0.332 2.378 0.3454 0.1651 0.3002 0.38
H -2.005 0.149 4.811 0.3762 0.0650 -0.1036 0.38
H -0.067 0.895 6.199 0.0822 -0.0204 -0.3582 0.36
H 2.186 1.123 5.158 0.0080 -0.0315 0.0477 0.39
H 2.518 0.530 2.766 0.0508 0.0830 0.0504 0.36
```
Forces are in eV/Å.

LUMO (spin up / spin down): -0.0953 / -0.0987 hartree
F_max: 1.95 eV/A
Highest occupied orbital energy (spin up / spin down): -0.25954 / -0.25992 hartree
Energy relative to the best compared isomer or geometry (same formula, charge and spin): 9.6 kcal/mol

***

Number 1: E_tot -2240.62009 hartree. Number 2: E_tot -322.50695 hartree. Number 3: E_tot -1297.04002 hartree.